{"formula": "C68H64BrN2O10P2S", "method": "ωB97M-V with the def2-TZVPD basis set", "relative_energy_kcal_mol": 0.0, "e_lumo_ha": 0.010, "orbital_gap_ha": 0.17054, "charge": -1, "elements": ["C", "C", "C", "C", "C", "C", "C", "H", "H", "C", "C", "C", "C", "H", "H", "H", "H", "H", "H", "P", "C", "C", "H", "H", "H", "H", "C", "H", "O", "H", "C", "H", "N", "H", "C", "C", "H", "H", "H", "O", "H", "C", "C", "H", "C", "C", "H", "H", "H", "C", "C", "C", "C", "H", "H", "C", "C", "C", "O", "C", "H", "H", "H", "H", "H", "C", "H", "N", "C", "C", "H", "C", "C", "C", "C", "H", "H", "H", "H", "H", "H", "C", "H", "O", "H", "H", "H", "O", "S", "C", "O", "O", "C", "H", "C", "C", "C", "H", "C", "O", "C", "C", "C", "H", "C", "C", "C", "C", "C", "H", "C", "C", "H", "H", "C", "C", "O", "C", "H", "H", "C", "H", "C", "C", "C", "H", "H", "C", "C", "C", "H", "Br", "H", "H", "C", "H", "C", "H", "H", "H", "O", "C", "H", "H", "P", "C", "C", "H"], "xyz": [[-6.450, 0.419, -6.701], [-8.679, -4.717, -3.378], [-6.252, 1.080, 5.080], [-0.739, -0.075, 0.432], [11.574, 1.474, 2.148], [-8.335, 1.125, 6.295], [5.921, -1.883, -3.688], [12.205, 4.465, -0.218], [-2.315, -1.086, -0.887], [-0.667, 1.624, -5.722], [10.628, 1.809, 1.179], [-6.236, 1.695, 7.503], [-0.825, 2.976, -6.252], [2.355, 0.446, 2.595], [6.920, -2.628, 2.469], [3.508, 0.791, -3.832], [5.481, 0.672, -0.629], [0.851, 2.820, 0.420], [-0.854, -0.535, -1.745], [1.494, -1.589, 0.591], [-6.937, 0.734, 3.920], [10.860, 2.886, 0.327], [13.865, 3.894, 1.529], [-10.170, -2.956, -5.862], [-10.560, -4.908, -4.404], [-0.336, 0.747, -6.330], [-6.718, -0.624, -5.818], [-7.164, 0.675, -7.475], [4.502, -2.607, 0.511], [6.957, 1.323, -2.557], [-7.996, -1.368, -5.931], [1.015, -1.203, 3.610], [3.365, -1.711, 3.238], [-2.940, 0.684, -2.337], [-7.508, -3.985, -3.252], [-1.570, -0.236, -0.920], [-1.077, 2.306, 2.793], [-8.883, 1.274, 7.218], [-2.765, -1.667, 2.733], [-6.853, 1.931, 8.526], [8.661, -3.304, 4.101], [12.959, 3.308, 1.430], [9.952, -1.653, 3.643], [-2.146, 2.472, 9.525], [-1.977, 1.933, 7.450], [4.903, -1.352, -1.436], [-2.794, -4.749, -0.364], [2.007, -2.902, 0.937], [-4.609, 2.352, 9.545], [2.396, 0.666, -3.985], [7.824, -2.038, 2.577], [5.063, -2.274, -2.558], [-2.681, 2.209, 8.620], [-6.396, 0.583, 2.994], [-1.109, -4.281, 0.166], [-0.904, 1.407, -4.297], [-6.952, 1.290, 6.267], [-2.479, -1.839, 1.653], [-4.163, 1.023, 4.006], [-4.066, 2.142, 8.631], [-3.165, -1.169, 1.061], [-1.913, 3.219, -1.381], [-6.764, -4.279, -2.519], [-0.798, 3.604, 0.694], [0.811, 0.719, -2.353], [-2.369, 1.018, -1.416], [13.468, 1.982, 3.035], [-1.357, 1.088, 1.116], [5.584, -0.058, -1.473], [10.138, -0.516, 2.862], [-3.881, -0.483, -3.954], [4.061, -1.697, -0.141], [-4.341, 0.809, -5.601], [-0.441, 1.874, 1.956], [12.735, 2.232, 2.277], [-1.804, 4.660, -3.252], [-0.894, 1.977, 7.446], [-0.485, 2.125, -1.372], [2.508, 0.649, -1.811], [1.909, 1.600, -4.352], [7.249, -0.624, 1.074], [9.170, -0.152, 1.924], [-10.088, 0.628, 5.164], [-8.829, -1.049, -6.759], [-0.763, 0.386, -3.848], [-2.122, -3.143, -0.816], [3.141, -2.197, 4.107], [8.524, 1.339, 0.239], [1.711, -1.605, -2.606], [-4.051, 1.542, 6.294], [12.182, 0.019, 3.893], [0.687, -0.050, 0.325], [-2.687, -3.367, 1.380], [-0.806, -0.799, 2.467], [0.114, 3.158, 1.189], [-8.240, -2.516, -5.020], [-4.756, 1.799, 7.471], [1.387, -3.418, -1.053], [8.009, -0.910, 1.792], [-5.235, -2.379, -3.044], [12.024, 3.630, 0.449], [9.373, 1.027, 1.050], [-9.013, 0.763, 5.139], [-5.053, 1.938, -7.287], [-6.038, -2.093, -3.911], [1.017, -2.350, -1.089], [6.639, -0.591, -3.725], [-4.602, -0.233, -4.723], [-9.641, -4.340, -4.313], [7.319, -0.301, -4.562], [-2.150, -3.900, 0.005], [-1.300, 2.460, -3.353], [2.310, -0.185, -4.726], [10.134, 3.143, -0.435], [-5.262, 1.130, -6.595], [1.791, 0.217, -2.569], [3.012, -0.866, 0.109], [-4.772, 1.203, 5.042], [0.366, 1.292, 2.467], [-1.394, 5.088, -5.762], [11.361, 0.303, 3.038], [-2.239, 0.872, 1.571], [-9.422, -3.243, -5.132], [6.438, 0.332, -2.602], [8.800, -2.415, 3.496], [0.500, 3.931, 1.900], [-0.616, 3.160, -7.333], [-8.314, 0.577, 3.949], [-1.256, 4.059, -5.346], [-5.786, -0.958, -4.834], [4.565, -3.272, -2.579], [-4.689, -3.621, 1.328], [-2.346, -4.031, 2.216], [-2.108, 1.394, 5.380], [-1.507, 2.269, -1.826], [6.096, -2.568, -4.558], [-2.661, 1.605, 6.289], [10.705, -1.949, 4.364], [-8.846, -5.583, -2.747], [-3.417, 1.370, -5.515], [0.052, -2.233, 1.379], [-7.287, -2.879, -4.068], [-0.101, -2.453, -1.194], [-8.846, 0.302, 3.045], [2.071, -0.969, 2.654], [-1.487, 3.819, -3.922], [-1.007, -1.294, 1.463], [-3.174, 1.363, -0.705]], "forces_ev_per_angstrom": [[0.125, 0.176, -0.095], [0.029, 0.107, -0.059], [-0.160, -0.002, 0.043], [-1.805, -1.850, 0.809], [0.014, 0.167, -0.132], [-0.210, -0.049, -0.109], [0.275, 1.314, 1.230], [-0.021, -0.047, 0.038], [0.844, 0.852, 0.282], [-0.540, 1.779, 1.756], [0.251, 0.127, 0.017], [-0.314, 0.118, 0.557], [-0.434, -0.527, 2.027], [-0.548, -0.214, 0.164], [-0.013, 0.121, -0.020], [-1.153, 0.135, -0.277], [-0.014, -0.901, -0.854], [-0.449, 0.605, 0.656], [-0.691, 0.345, 0.862], [-1.318, -1.819, 1.494], [-0.171, -0.068, -0.197], [0.134, 0.185, -0.079], [-0.050, -0.037, -0.001], [0.162, 0.095, -0.004], [0.051, 0.037, -0.001], [-0.356, 1.054, 0.458], [0.159, 0.051, 0.033], [-0.056, -0.133, 0.128], [-0.971, 0.312, 0.016], [-0.526, -1.088, -0.120], [-0.378, 0.230, -0.447], [-0.018, 0.726, -0.623], [-0.351, 0.044, 0.164], [0.577, 0.297, 0.902], [-0.097, -0.192, 0.102], [0.493, -0.190, -1.005], [0.611, -0.555, -0.750], [0.183, 0.041, 0.001], [0.260, -0.171, -1.139], [0.068, -0.028, -0.119], [-0.004, 0.061, -0.028], [-0.085, -0.078, 0.009], [-0.132, -0.202, 0.084], [-0.036, -0.018, -0.052], [-0.105, 0.007, -0.006], [0.563, 1.376, -1.100], [0.715, 0.815, 0.476], [0.563, 0.836, 0.116], [-0.100, -0.058, -0.148], [0.353, -1.050, 0.666], [-0.001, -0.089, 0.034], [1.434, 1.794, -0.410], [-0.090, -0.031, -0.101], [0.098, 0.009, 0.151], [-0.842, 0.433, -0.194], [-0.312, 1.006, 0.282], [-0.069, -0.066, -0.153], [0.298, -0.018, 0.443], [-0.075, 0.035, 0.109], [0.190, 0.027, 0.117], [0.465, -1.065, 0.343], [0.327, -0.944, -0.542], [0.034, 0.174, -0.083], [1.084, -0.389, 0.309], [0.859, -0.721, -0.376], [-0.706, 0.143, -0.627], [-0.153, -0.120, -0.014], [1.998, 0.940, -0.280], [0.348, -0.863, -1.598], [-0.062, -0.038, -0.045], [-0.126, -0.110, -0.035], [1.544, 0.228, -1.551], [-0.041, 0.005, 0.003], [-0.730, 1.549, 1.019], [0.135, 0.170, -0.080], [0.356, -0.918, -0.754], [-0.068, -0.009, -0.022], [-0.936, 0.267, -0.349], [-0.826, -0.949, -0.468], [0.497, -0.809, 0.218], [0.121, 0.033, 0.009], [-0.037, -0.186, 0.142], [0.063, 0.016, 0.004], [0.059, -0.064, 0.095], [-0.114, 1.008, -0.754], [-0.160, -0.451, 0.887], [0.119, 0.112, -0.347], [0.126, 0.195, -0.059], [-0.129, -0.153, -0.420], [0.103, 0.041, 0.240], [-0.016, 0.111, -0.125], [-1.521, 0.416, -0.450], [0.005, 0.356, -1.101], [-0.305, -0.040, -0.980], [-0.972, -0.912, 0.134], [-0.009, -0.153, 0.141], [0.161, 0.007, -0.045], [-0.088, 1.221, -0.210], [-0.074, -0.069, -0.006], [-0.121, 0.024, -0.133], [-0.049, -0.093, 0.066], [-0.592, -0.080, -0.311], [0.148, 0.036, 0.028], [-0.008, -0.042, 0.049], [0.549, -0.103, 0.493], [-0.708, 0.074, -0.198], [-1.743, -0.368, 2.300], [0.100, 0.125, -0.079], [0.085, 0.073, -0.016], [-0.786, -0.450, 0.768], [0.059, -0.597, 0.155], [-0.005, 1.354, -2.318], [-0.216, 1.079, 0.557], [-0.058, -0.145, 0.126], [-0.088, -0.135, 0.089], [0.548, 1.665, 0.035], [0.911, -1.116, -0.782], [0.358, -0.117, -0.606], [-0.550, 0.370, -0.676], [0.150, -1.074, 0.453], [0.286, -0.329, 0.498], [0.473, -0.239, -0.036], [-0.129, -0.174, 0.053], [-0.734, -1.996, 0.059], [0.092, 0.201, -0.106], [0.074, -0.798, -0.601], [-0.289, -0.014, 1.111], [0.035, 0.030, 0.116], [0.374, -1.762, 0.475], [0.007, 0.150, -0.139], [0.438, 1.121, 0.140], [0.341, -0.001, 0.267], [-0.313, 0.862, -0.785], [-0.173, -0.001, -0.011], [0.755, -0.408, -0.154], [-0.412, 0.567, 1.053], [0.199, 0.027, 0.051], [0.023, 0.164, -0.084], [0.017, 0.059, -0.025], [-0.038, -0.035, 0.026], [-1.578, 0.082, -1.260], [-0.230, -0.121, -0.079], [1.203, 0.373, 0.235], [0.047, 0.010, 0.050], [1.452, -0.318, 1.191], [0.626, -1.832, -1.337], [1.195, 0.604, 1.566], [0.991, -0.564, -0.498]]}